1.
A 2-piece molecular cluster, H2S overall in a non-equilibrium geometry, computed with ωB97M-V/def2-TZVPD.

Computed properties:
Energy above the lowest of the compared OMol25 structures with the same formula, charge and spin = 2.539 eV
2S+1 = 1
Gap between HOMO and LUMO = 0.312 hartree
LUMO = -1.342 eV

Each line ends with the Mulliken charge.
CARTESIAN COORDINATES (ANGSTROEM)
S -1.234 0.077 -0.002  -0.291
H 0.570 1.062 0.018  0.132
H -0.647 -1.079 -0.018  0.158

Cartesian forces, eV/Å:
2.83 3.13 0.06
-3.54 -2.02 -0.04
0.70 -1.12 -0.02

2.
One molecule with the formula C3H3NO2 in a non-equilibrium geometry, computed with ωB97M-V/def2-TZVPD.

Computed properties:
Energy above the lowest of the compared OMol25 structures with the same formula, charge and spin = 1.752 eV
2S+1 = 1
Gap between HOMO and LUMO = 0.353 hartree
LUMO = 0.732 eV

Each line ends with the Mulliken charge.
CARTESIAN COORDINATES (ANGSTROEM)
O 2.191 0.147 0.013  -0.474
C 0.911 0.076 -0.108  0.737
N 0.143 -0.958 -0.080  -0.619
C -1.188 -0.592 -0.055  -0.239
C -1.073 0.742 0.074  -0.252
O 0.206 1.173 -0.117  -0.298
H 2.419 -0.828 0.188  0.387
H -1.862 -1.373 0.026  0.419
H -1.748 1.613 0.059  0.338

Cartesian forces (eV/Å) of the 3 atoms listed first:
2.23 -2.19 0.30
-3.24 -1.30 0.02
2.10 -2.78 -0.47

3.
One molecule with the formula C4H6N2, computed with ωB97M-V/def2-TZVPD.

Computed properties:
Energy above the lowest of the compared OMol25 structures with the same formula, charge and spin = 1.747 eV
2S+1 = 1
Gap between HOMO and LUMO = 0.368 hartree
LUMO = 0.609 eV

Each line ends with the Mulliken charge.
CARTESIAN COORDINATES (ANGSTROEM)
C 1.352 0.154 -0.847  -1.141
C 0.173 -0.009 0.054  0.850
C 0.137 -0.127 1.386  -0.692
N -1.208 -0.150 1.865  -0.253
N -2.011 -0.071 0.906  -0.274
C -1.261 -0.027 -0.351  -0.391
H 2.264 0.278 -0.259  0.314
H 1.498 -0.690 -1.530  0.287
H 1.221 1.051 -1.463  0.290
H 0.962 -0.251 2.078  0.441
H -1.606 0.804 -0.975  0.313
H -1.521 -0.961 -0.864  0.254

Cartesian forces (eV/Å) of the 3 atoms listed first:
0.04 0.03 0.00
-0.09 -0.03 0.14
0.16 -0.11 -0.14

4.
A 8-piece molecular cluster, C37H77N2O7 overall in a non-equilibrium geometry, computed with ωB97M-V/def2-TZVPD.

Computed properties:
Energy above the lowest of the compared OMol25 structures with the same formula, charge and spin = 13.444 eV
Total charge = +1
2S+1 = 1
Gap between HOMO and LUMO = 0.121 hartree
LUMO = -5.697 eV

Each line ends with the Mulliken charge.
CARTESIAN COORDINATES (ANGSTROEM)
C 4.140 -5.783 2.249  -0.943
N 4.094 -4.719 1.144  0.147
C 3.026 -3.952 1.113  -0.619
C 3.126 -2.771 0.458  -0.113
C 4.396 -2.263 0.102  0.928
C 5.511 -3.195 0.134  -0.488
C 5.268 -4.380 0.666  -0.294
C 4.467 -0.874 -0.433  0.837
C 3.364 0.119 -0.210  -0.452
C 3.444 1.301 -0.868  -0.568
N 4.490 1.629 -1.700  0.787
C 5.443 0.733 -2.075  -0.601
C 5.516 -0.478 -1.534  -0.535
C 4.173 2.514 -2.794  -1.028
H 4.879 -5.621 3.071  0.343
H 4.241 -6.738 1.777  0.354
H 3.157 -5.751 2.792  0.349
H 2.110 -4.332 1.418  0.685
H 2.364 -2.042 0.506  0.196
H 6.624 -2.928 -0.210  0.228
H 6.234 -4.971 0.503  0.294
H 2.526 -0.120 0.561  -0.287
H 2.982 2.176 -0.654  0.810
H 6.324 0.910 -2.723  0.371
H 6.455 -1.180 -1.847  0.112
H 4.807 3.348 -2.910  0.401
H 3.260 3.101 -2.763  0.279
H 3.910 1.829 -3.755  0.251
C -0.211 -0.020 0.513  -1.754
O 0.426 -1.009 1.251  -0.975
H -0.974 -0.513 -0.114  -0.323
H 0.445 0.308 -0.063  0.749
H -0.382 0.714 1.053  1.595
C 2.033 2.132 2.597  -0.562
C 3.557 1.927 3.034  -0.850
O 4.226 2.597 1.924  0.038
C 5.672 2.605 2.165  -0.372
C 6.120 3.667 1.223  -0.593
H 1.363 1.797 3.389  0.439
H 1.718 1.649 1.673  -0.051
H 1.826 3.234 2.483  0.192
H 3.879 1.009 3.028  0.540
H 3.763 2.431 4.049  0.368
H 5.931 1.615 1.785  0.153
H 6.181 2.742 3.218  0.365
H 5.568 4.636 1.236  0.154
H 5.773 3.306 0.067  -0.091
H 7.265 3.695 1.347  0.362
C 2.444 -1.684 -4.177  -1.201
C 1.296 -1.193 -3.326  0.455
O 0.097 -1.703 -4.030  -0.491
C -1.018 -1.393 -3.255  0.818
C -2.233 -1.949 -3.876  -1.511
H 2.622 -2.745 -4.076  0.327
H 3.362 -1.010 -3.811  0.178
H 2.401 -1.348 -5.294  0.323
H 1.203 -0.268 -3.286  0.220
H 1.346 -1.727 -2.363  0.025
H -1.116 -0.203 -3.123  -0.198
H -0.900 -1.994 -2.322  0.178
H -1.904 -1.549 -4.882  0.406
H -3.263 -1.916 -3.317  0.119
H -2.047 -2.978 -4.201  0.409
C -7.394 -3.060 1.114  -1.355
C -6.260 -2.261 0.468  0.140
O -5.109 -3.143 0.724  -0.429
C -3.819 -2.524 0.449  1.629
C -2.681 -3.249 1.001  -1.539
H -7.859 -3.888 0.554  0.338
H -8.224 -2.283 1.099  0.346
H -7.151 -3.325 2.095  0.345
H -6.024 -1.188 0.722  0.068
H -6.243 -2.055 -0.569  0.223
H -3.735 -1.511 0.730  -0.669
H -3.769 -2.512 -0.694  0.029
H -2.494 -4.271 0.435  0.300
H -2.942 -3.531 2.044  0.363
H -1.857 -2.715 0.975  0.218
C -7.241 0.999 -3.086  -1.683
C -5.894 0.412 -2.736  0.550
O -5.247 1.310 -1.846  -0.434
C -4.035 0.960 -1.331  1.277
C -3.858 1.408 -0.142  -0.983
H -6.998 1.966 -3.460  0.388
H -7.730 1.037 -2.242  0.378
H -7.700 0.723 -3.922  0.529
H -5.333 0.054 -3.620  0.246
H -6.124 -0.462 -2.125  -0.121
H -3.163 1.392 -1.792  -0.016
H -4.004 -0.146 -1.440  -0.311
H -2.803 1.580 0.225  -0.361
H -4.205 0.704 0.596  -0.113
H -4.075 2.345 0.260  0.674
C 3.146 5.592 -0.384  -1.416
C 1.821 4.976 -0.151  0.342
O 1.469 4.195 -1.328  -0.335
C 0.248 3.510 -1.159  -0.433
C 0.093 2.514 -2.279  0.712
H 3.341 5.984 0.563  0.435
H 2.899 6.332 -1.169  0.341
H 3.914 4.984 -0.608  0.209
H 1.025 5.715 -0.131  0.587
H 1.870 4.353 0.824  -0.328
H -0.603 4.270 -1.109  0.467
H 0.166 3.058 -0.153  0.145
H -0.119 3.093 -3.151  0.765
H -0.874 1.925 -2.138  -0.821
H 0.903 1.840 -2.375  -0.603
C -5.770 -0.164 4.511  -1.396
C -4.672 -0.567 3.500  0.637
O -3.409 -0.281 4.211  -0.462
C -2.289 -0.590 3.338  -0.067
C -1.147 -0.069 3.994  -1.149
H -6.238 0.898 4.307  0.251
H -5.447 -0.140 5.483  0.409
H -6.581 -0.852 4.321  0.363
H -4.828 -0.263 2.483  -0.131
H -4.775 -1.675 3.548  0.085
H -2.104 -0.256 2.399  -0.056
H -2.106 -1.466 3.321  0.717
H -1.250 0.926 4.147  0.435
H -0.373 -0.297 3.275  0.070
H -1.133 -0.731 4.936  0.311

Cartesian forces (eV/Å) of the 3 atoms listed first:
-1.57 0.25 0.59
0.38 -2.98 3.77
0.63 0.66 -1.80